# 1
{
  "formula": "C3H6NO4",
  "method": "the ωB97M-V functional and the def2-TZVPD basis",
  "total_charge": -1,
  "e_above_lowest_kj_mol": 100.8,
  "lumo_energy_ha": 0.137,
  "energy_ev": -12891.0253,
  "elements": ["C", "N", "C", "C", "O", "O", "O", "H", "H", "H", "H", "H", "H", "O"],
  "positions_angstrom": [[1.54430, -1.11194, -0.14416], [0.44570, -0.63596, 0.44043], [0.40564, 0.69670, 1.00792], [-0.99066, 1.30878, 0.81455], [-1.15861, 2.41907, 1.35323], [-1.79464, 0.64390, 0.12617], [2.64535, -0.58465, -0.09183], [1.39426, -2.11536, -0.56003], [-0.48852, -0.93326, 0.14698], [0.74188, 0.64464, 2.05644], [1.22493, 1.29960, 0.59877], [-0.57665, -0.69672, -2.00341], [-1.87181, -0.12261, -1.57371], [-1.52117, -0.81221, -2.17135]]
}

=====

# 2
{
  "formula": "C5H12N2O",
  "method": "the ωB97M-V functional and the def2-TZVPD basis",
  "smiles": "NCCNCCC=O",
  "total_charge": 0,
  "e_above_lowest_kj_mol": 293.3,
  "lumo_energy_ha": 0.020,
  "energy_ev": -10405.3843,
  "elements": ["C", "N", "C", "C", "C", "O", "C", "N", "H", "H", "H", "H", "H", "H", "H", "H", "H", "H", "H", "H"],
  "positions_angstrom": [[-0.80176, 0.88658, -0.86355], [-0.02360, -0.00661, -0.03913], [-0.71768, -0.61173, 1.04559], [0.31813, -1.40515, 1.94574], [1.01905, -0.36630, 2.72607], [1.65833, 0.53619, 2.09927], [0.12504, 1.26253, -2.07342], [0.44906, 0.01125, -2.81920], [-1.19629, 1.72526, -0.36271], [-1.72562, 0.30539, -1.21556], [0.90637, 0.38474, 0.21286], [-1.51312, -1.33772, 0.63555], [-1.38127, 0.22040, 1.63439], [-0.21019, -2.13231, 2.67530], [0.87244, -1.95982, 1.11506], [1.08104, -0.28785, 3.79471], [1.20736, 1.64354, -1.80812], [-0.34875, 2.03696, -2.76451], [0.35214, -0.80413, -2.25393], [-0.07068, -0.10122, -3.68443]]
}